# 1
Below is a molecular structure, C5H11P at a distorted geometry, with properties calculated with ωB97M-V with the def2-TZVPD basis set.

Results
- ⟨S²⟩: 2.009
- Largest force on an atom: 5.509 eV/Å
- Energy relative to the best compared isomer or geometry (same formula, charge and spin): 220.49 kJ/mol
- Kohn-Sham gap (spin up / spin down): 5.63 / 9.20 eV
- Calculated total energy: -538.2288 a.u.
- LUMO level (spin up / spin down): 1.0 / -0.5 eV

```
! wB97M-V def2-TZVPD RIJCOSX def2/J DEFGRID3
* xyz 0 3
C 0.2416 -0.7227 0.8983
C 1.0296 -0.7897 -0.2995
C -0.6895 0.1304 0.0502
C -0.5188 1.5585 0.2834
C -1.8253 -0.4456 -0.7769
P 2.4846 0.2768 -0.5345
H -0.2308 -1.6467 1.1975
H 0.5706 -0.0201 1.7534
H 0.8401 -1.6615 -0.8339
H 0.4665 1.9747 0.5357
H -0.9917 1.8795 1.2203
H -1.1306 2.0775 -0.4928
H -2.6146 -0.6585 -0.0924
H -1.5439 -1.3667 -1.0955
H -2.1726 0.1379 -1.6209
H 3.2790 -0.8096 -0.9738
H 2.8056 0.0860 0.7813
*
```

natural (NBO) population analysis, charges in e, atoms 1 to 5: -0.528, -0.433, 0.129, -0.694, -0.659

# 2
Below is 2 unconnected molecules or ions with the total composition C5H11PS at a distorted geometry, with properties calculated with ωB97M-V with the def2-TZVPD basis set.

Results
- SMILES string: C1=CCCC1.PS
- Largest force on an atom: 3.723 eV/Å
- Energy relative to the best compared isomer or geometry (same formula, charge and spin): 175.31 kJ/mol
- Kohn-Sham gap: 9.44 eV
- Calculated total energy: -936.5773 a.u.
- LUMO level: 0.6 eV

```
! wB97M-V def2-TZVPD RIJCOSX def2/J DEFGRID3
* xyz 0 1
C 1.1608 0.1162 1.0447
C 0.1736 -0.4866 1.7465
C -1.0954 0.2766 1.7017
C -0.7796 1.3104 0.6127
C 0.7264 1.3232 0.3716
H 2.1765 -0.3236 0.7684
H 0.2564 -1.4307 2.2608
H -1.2938 0.7980 2.5857
H -1.8811 -0.3902 1.4675
H -1.1052 2.2957 0.9796
H -1.4038 1.1736 -0.3703
H 1.0390 1.3525 -0.7140
H 1.2392 2.2880 0.7474
P 0.6567 -2.2550 -2.6532
S -0.3637 -0.3588 -2.5639
H 0.7833 -2.4228 -1.3606
H -0.4168 -3.3997 -2.8683
H 0.1276 0.1333 -3.7564
*
```

natural (NBO) population analysis, charges in e, atoms 1 to 5: -0.192, -0.186, -0.451, -0.395, -0.462

# 3
Below is 2 unconnected molecules or ions with the total composition C5H12 at a distorted geometry, with properties calculated with ωB97M-V with the def2-TZVPD basis set.

Results
- Largest force on an atom: 1.441 eV/Å
- Energy relative to the best compared isomer or geometry (same formula, charge and spin): 423.40 kJ/mol
- Kohn-Sham gap (spin up / spin down): 8.98 / 8.26 eV
- Calculated total energy: -197.5479 a.u.
- LUMO level (spin up / spin down): 0.7 / 0.4 eV

```
! wB97M-V def2-TZVPD RIJCOSX def2/J DEFGRID3
* xyz 0 1
C 0.2458 0.3959 2.6439
C 1.3687 0.0771 1.6293
C 1.2067 0.8745 0.3893
H 0.2747 -0.2926 3.4877
H 0.3414 1.4129 3.0403
H -0.7404 0.3183 2.1675
H 2.3402 0.2254 2.1297
H 1.3195 -0.9821 1.3272
H 2.0529 0.8827 -0.2900
H 0.5901 1.7670 0.4561
C -1.1917 -0.9026 -1.8744
H -0.4984 -0.4616 -1.1034
C -1.3645 -0.2774 -3.1828
H -0.8817 -1.9464 -2.0642
H -2.2012 -0.9847 -1.4319
H -0.7224 -0.5673 -4.0012
H -2.1398 0.4610 -3.3231
*
```

natural (NBO) population analysis, charges in e, atoms 1 to 5: -0.603, -0.488, -0.282, 0.208, 0.203

# 4
Below is 2 unconnected molecules or ions with the total composition C5H12 at a distorted geometry, with properties calculated with ωB97M-V with the def2-TZVPD basis set.

Results
- SMILES string: C=C.CCC
- Largest force on an atom: 1.960 eV/Å
- Energy relative to the best compared isomer or geometry (same formula, charge and spin): 196.19 kJ/mol
- Kohn-Sham gap: 10.88 eV
- Calculated total energy: -197.6344 a.u.
- LUMO level: 1.2 eV

```
! wB97M-V def2-TZVPD RIJCOSX def2/J DEFGRID3
* xyz 0 1
C -2.1273 -1.8496 -0.1075
C -2.7454 -1.0553 -0.9798
H -1.8422 -2.8506 -0.4356
H -2.0668 -1.7023 0.9652
H -3.3291 -1.4245 -1.8096
H -2.7256 0.0047 -0.7223
C 1.3659 0.6915 -1.0422
C 1.2336 1.3791 0.3162
C 1.4369 0.4715 1.5258
H 2.3425 0.1960 -1.1198
H 0.6532 -0.1217 -0.9332
H 1.2922 1.4098 -1.8489
H 1.7770 2.3195 0.4363
H 0.1974 1.7527 0.3583
H 1.2438 1.0499 2.4236
H 2.4781 0.1465 1.5208
H 0.8158 -0.4172 1.4525
*
```

natural (NBO) population analysis, charges in e, atoms 1 to 5: -0.391, -0.388, 0.182, 0.202, 0.205

# 5
Below is 2 unconnected molecules or ions with the total composition C5H12 at a distorted geometry, with properties calculated with ωB97M-V with the def2-TZVPD basis set.

Results
- SMILES string: C=CC.CC
- Largest force on an atom: 6.772 eV/Å
- Energy relative to the best compared isomer or geometry (same formula, charge and spin): 306.78 kJ/mol
- Kohn-Sham gap: 10.75 eV
- Calculated total energy: -197.5923 a.u.
- LUMO level: 1.2 eV

```
! wB97M-V def2-TZVPD RIJCOSX def2/J DEFGRID3
* xyz 0 1
C 4.9029 -3.1176 -0.7278
C 3.6903 -2.5732 -0.7367
C 2.5026 -3.0475 -0.0705
H 5.8394 -2.6624 -0.8220
H 4.9867 -4.1310 -0.3309
H 3.5354 -1.4421 -1.0856
H 1.6887 -3.6117 -0.5601
H 2.6783 -3.7410 0.7461
H 2.0254 -2.1341 0.4063
C -3.3778 2.9171 0.6634
C -4.6539 3.6160 0.1708
H -3.3367 2.0912 0.1404
H -3.2909 2.8396 1.8720
H -2.5587 3.5589 0.5266
H -4.4366 4.5018 -0.4353
H -5.0189 3.0161 -0.7088
H -5.1764 3.9200 0.9521
*
```

natural (NBO) population analysis, charges in e, atoms 1 to 5: -0.400, -0.164, -0.669, 0.203, 0.179

# 6
Below is C5H12 in the gas phase at a distorted geometry, with properties calculated with ωB97M-V with the def2-TZVPD basis set.

Results
- ⟨S²⟩: 2.006
- Largest force on an atom: 10.357 eV/Å
- Kohn-Sham gap (spin up / spin down): 4.46 / 9.08 eV
- Calculated total energy: -197.3947 a.u.
- LUMO level (spin up / spin down): 1.2 / -2.1 eV

```
! wB97M-V def2-TZVPD RIJCOSX def2/J DEFGRID3
* xyz 0 3
C 0.5618 2.0810 -0.7141
C -0.4820 -2.0082 -0.0565
C -0.2509 -0.1812 1.5522
C 0.5889 0.5612 -1.0176
C -0.5782 -0.4298 0.0928
H 1.4592 2.4237 -1.3214
H 0.8839 2.1460 0.3322
H -0.4597 2.4339 -1.0643
H -1.1199 -2.4904 -0.8639
H -0.7956 -2.6114 0.8029
H 0.5701 -2.3029 -0.3381
H -0.6093 0.8289 1.8588
H 0.8674 -0.1077 1.4942
H -0.7104 -0.8948 2.1744
H -0.0120 0.3309 -1.9231
H 1.5973 0.0962 -0.7650
H -1.5106 0.1247 -0.2434
*
```

natural (NBO) population analysis, charges in e, atoms 1 to 5: -0.691, -0.693, -0.694, -0.361, -0.077

# 7
Below is a molecular structure, C5H12AlBF3O3 at a distorted geometry, with properties calculated with ωB97M-V with the def2-TZVPD basis set.

Results
- Largest force on an atom: 2.131 eV/Å
- Kohn-Sham gap: 8.45 eV
- Calculated total energy: -990.5193 a.u.
- LUMO level: 3.3 eV

```
! wB97M-V def2-TZVPD RIJCOSX def2/J DEFGRID3
* xyz -1 1
C -2.5116 -2.0731 1.2118
C -1.7101 -0.7455 0.7942
C -2.2186 -0.1627 -0.5833
O -1.2556 -0.1147 -1.6308
Al 0.3174 0.7544 -1.2079
C 1.7539 -0.6465 -0.7187
B 3.1586 -0.0018 -0.3038
O 3.8868 0.7739 -1.2610
O 3.6270 -0.2176 1.0406
C 0.1742 2.2899 0.1414
F -1.0349 2.4492 0.8086
F 1.1566 2.2915 1.1534
F 0.3806 3.5155 -0.5266
H -2.0610 -2.9014 0.5917
H -3.5986 -1.9210 1.0007
H -2.2982 -2.2490 2.3030
H -1.9372 0.0311 1.5838
H -0.6289 -1.0239 0.8226
H -2.6879 0.8589 -0.4628
H -3.0628 -0.8298 -0.9508
H 0.8469 1.4163 -2.5791
H 1.4243 -1.3702 0.0779
H 1.8869 -1.2511 -1.6683
H 3.5160 1.6686 -1.1911
H 2.8763 -0.5411 1.5545
*
```

natural (NBO) population analysis, charges in e, atoms 1 to 5: -0.614, -0.441, -0.059, -0.937, 1.422

# 8
Below is a molecular structure, C5H12AlClO2V at a distorted geometry, with properties calculated with ωB97M-V with the def2-TZVPD basis set.

Results
- ⟨S²⟩: 2.017
- Largest force on an atom: 2.061 eV/Å
- Energy relative to the best compared isomer or geometry (same formula, charge and spin): 0.00 kJ/mol
- Kohn-Sham gap (spin up / spin down): 6.72 / 8.12 eV
- Calculated total energy: -1994.9032 a.u.
- LUMO level (spin up / spin down): 2.8 / 2.8 eV

```
! wB97M-V def2-TZVPD RIJCOSX def2/J DEFGRID3
* xyz -1 3
V -1.0008 0.7649 -1.4688
Cl -2.9279 -0.1895 -1.8195
C 0.0242 0.5392 -3.1159
C -1.3475 2.6865 -1.4756
H 0.1024 1.4868 -3.6669
H 1.0358 0.1768 -2.8837
H -0.4761 -0.2015 -3.7563
H -0.9298 3.1587 -2.3759
H -0.9088 3.1605 -0.5858
H -2.4346 2.8531 -1.4589
Al 0.7177 -0.6993 1.5680
C -0.3122 -0.8606 3.1858
C 0.4481 0.4596 0.1001
H 0.0013 -0.1029 3.9176
H -1.3845 -0.7265 2.9949
H -0.1620 -1.8511 3.6352
H 0.3635 1.4940 0.4914
H 1.3092 0.4451 -0.5959
O 2.8376 -4.0223 1.5633
C 1.9787 -3.2090 1.8405
O 1.9829 -1.9302 1.4427
H 1.0827 -3.4323 2.4637
*
```

natural (NBO) population analysis, charges in e, atoms 1 to 5: 1.190, -0.530, -1.086, -1.090, 0.194

What did the eighth record say?
Below is a molecular structure, C5H12AlClO2V at a distorted geometry, with properties calculated with ωB97M-V with the def2-TZVPD basis set.

Results
- ⟨S²⟩: 2.017
- Largest force on an atom: 2.061 eV/Å
- Energy relative to the best compared isomer or geometry (same formula, charge and spin): 0.00 kJ/mol
- Kohn-Sham gap (spin up / spin down): 6.72 / 8.12 eV
- Calculated total energy: -1994.9032 a.u.
- LUMO level (spin up / spin down): 2.8 / 2.8 eV

```
! wB97M-V def2-TZVPD RIJCOSX def2/J DEFGRID3
* xyz -1 3
V -1.0008 0.7649 -1.4688
Cl -2.9279 -0.1895 -1.8195
C 0.0242 0.5392 -3.1159
C -1.3475 2.6865 -1.4756
H 0.1024 1.4868 -3.6669
H 1.0358 0.1768 -2.8837
H -0.4761 -0.2015 -3.7563
H -0.9298 3.1587 -2.3759
H -0.9088 3.1605 -0.5858
H -2.4346 2.8531 -1.4589
Al 0.7177 -0.6993 1.5680
C -0.3122 -0.8606 3.1858
C 0.4481 0.4596 0.1001
H 0.0013 -0.1029 3.9176
H -1.3845 -0.7265 2.9949
H -0.1620 -1.8511 3.6352
H 0.3635 1.4940 0.4914
H 1.3092 0.4451 -0.5959
O 2.8376 -4.0223 1.5633
C 1.9787 -3.2090 1.8405
O 1.9829 -1.9302 1.4427
H 1.0827 -3.4323 2.4637
*
```

natural (NBO) population analysis, charges in e, atoms 1 to 5: 1.190, -0.530, -1.086, -1.090, 0.194

Which formula does entry 3 have? C5H12

Which value of calculated total energy does entry 3 give? -197.5479 a.u.

What is the calculated total energy in the seventh record? -990.5193 a.u.